1.
20
Properties=species:S:1:pos:R:3 method="wB97M-V/def2-TZVPD" homo_energy_ev=-8.610 multiplicity=1 total_charge=0 relative_energy_kj_mol=0.0 mol_weight_da=291.97 orbital_gap_ev=8.54
C 1.544 1.175 0.478
C 0.226 1.728 0.677
C 1.723 0.052 -0.214
C -0.860 1.123 0.177
C 0.616 -0.784 -0.867
C -0.700 -0.183 -0.549
C 0.209 -2.479 0.863
C -1.842 -0.580 -1.084
C -0.794 -3.316 1.121
O 0.526 -2.204 -0.436
Br -1.165 -4.061 2.829
Br -1.668 -4.406 -0.310
H 2.403 1.791 0.835
H 0.367 2.608 1.313
H 2.642 -0.393 -0.194
H -1.963 1.300 0.417
H 0.746 -0.818 -1.914
H 0.644 -1.834 1.686
H -2.062 -1.562 -1.662
H -2.725 0.033 -0.821


2.
23
Properties=species:S:1:pos:R:3 method="wB97M-V/def2-TZVPD" homo_energy_ev="-7.626 / -7.997" multiplicity=1 total_charge=0 mol_weight_da=274.07 orbital_gap_ev="6.42 / 6.80"
C -1.765 -1.942 -1.108
C -0.794 -2.597 -0.461
C -1.685 -0.522 -0.909
C 0.006 -1.634 0.225
C 2.099 1.086 0.722
C 2.221 -0.053 -0.263
C -0.893 2.236 -0.141
C 0.746 1.040 1.409
C -0.306 0.962 0.337
N -0.750 -0.244 -0.085
O -0.690 3.363 0.311
O 1.526 -0.173 -1.227
O -2.583 0.397 -1.331
O 0.947 -1.615 0.977
Br 3.485 -1.379 0.139
H -2.646 -2.283 -1.635
H -0.482 -3.673 -0.188
H 2.105 2.056 0.276
H -1.538 2.089 -1.035
H 0.516 0.215 2.196
H 0.824 2.031 1.958
H -3.275 -0.303 -1.534
H 2.932 0.941 1.365


3.
26
Properties=species:S:1:pos:R:3 method="wB97M-V/def2-TZVPD" homo_energy_ev=-10.331 multiplicity=1 total_charge=0 mol_weight_da=337.97 orbital_gap_ev=9.16
O 3.839 -1.412 1.138
C 3.011 -0.587 0.650
C 1.861 -0.050 1.615
C 0.891 1.031 0.966
C -0.529 1.042 1.071
C -1.393 -0.080 1.847
C -1.774 -1.195 0.716
O -0.661 -1.456 -0.179
C -1.205 2.289 0.346
O -2.393 2.493 0.076
O -0.044 3.105 0.086
C 1.178 2.342 0.111
O 2.268 2.579 -0.433
H 3.151 -0.325 -0.451
H 1.205 -0.923 1.957
H 2.341 0.412 2.552
H -0.766 -0.600 2.653
H -2.335 0.392 2.308
H -2.097 -2.191 1.171
H -2.628 -0.784 0.061
H -0.013 -2.070 0.235
C -0.781 -0.802 -3.699
Cl 0.266 -2.237 -3.670
Cl -2.480 -1.305 -3.567
Cl -0.370 0.256 -2.334
Cl -0.540 0.076 -5.225